1.
{
  "formula": "C37H32N9ORuS2",
  "method": "the ωB97M-V functional and the def2-TZVPD basis",
  "symbols": ["Ru", "C", "C", "C", "C", "N", "C", "N", "C", "N", "C", "N", "C", "C", "C", "C", "C", "N", "C", "C", "C", "C", "C", "C", "H", "H", "H", "H", "H", "H", "H", "H", "H", "H", "H", "H", "C", "C", "O", "H", "H", "H", "H", "H", "H", "S", "C", "C", "C", "N", "C", "C", "C", "C", "C", "N", "C", "C", "H", "H", "H", "H", "H", "H", "H", "H", "N", "C", "N", "C", "C", "C", "C", "C", "C", "S", "H", "H", "H", "H", "H", "H"],
  "positions_angstrom": [[-0.71, -0.07, -0.27], [-1.52, -4.31, 0.81], [-1.75, -4.28, 2.20], [-1.81, -3.07, 2.83], [-1.69, -1.87, 2.08], [-1.41, -1.92, 0.74], [-1.36, -3.12, 0.15], [-1.91, -0.75, 2.74], [-2.07, 0.46, 2.27], [-1.89, 0.85, 0.95], [-2.27, 2.17, 0.85], [-2.36, 2.84, -0.28], [-1.98, 2.49, -1.49], [-2.54, 3.24, -2.55], [-2.19, 2.98, -3.85], [-1.24, 1.97, -4.09], [-0.75, 1.26, -3.02], [-1.09, 1.47, -1.74], [-2.69, 2.65, 2.12], [-3.23, 3.87, 2.53], [-3.64, 3.97, 3.84], [-3.50, 2.90, 4.74], [-2.95, 1.69, 4.35], [-2.55, 1.57, 3.03], [-1.49, -5.24, 0.28], [-1.90, -5.19, 2.75], [-1.98, -2.97, 3.89], [-1.19, -3.11, -0.92], [-3.26, 4.00, -2.29], [-2.62, 3.53, -4.67], [-0.90, 1.76, -5.08], [-0.04, 0.46, -3.20], [-3.32, 4.68, 1.83], [-4.10, 4.88, 4.18], [-3.85, 3.03, 5.75], [-2.83, 0.87, 5.03], [-4.49, -2.25, -2.48], [-3.79, -1.29, -1.53], [-2.44, -1.07, -1.96], [-5.54, -2.34, -2.21], [-4.03, -3.24, -2.44], [-4.44, -1.89, -3.51], [-3.73, -1.71, -0.53], [-4.32, -0.33, -1.48], [-2.50, -0.69, -2.85], [4.40, -2.04, -4.10], [3.12, -1.56, -3.02], [1.82, -2.03, -3.29], [0.79, -1.67, -2.46], [0.93, -0.85, -1.40], [2.16, -0.39, -1.16], [3.27, -0.73, -1.91], [5.85, -1.39, -3.26], [6.64, -2.27, -2.55], [7.73, -1.74, -1.86], [8.00, -0.46, -1.89], [7.27, 0.38, -2.58], [6.16, -0.04, -3.31], [1.66, -2.67, -4.14], [-0.22, -2.03, -2.65], [2.27, 0.29, -0.32], [4.23, -0.33, -1.64], [6.43, -3.33, -2.53], [8.39, -2.37, -1.28], [7.57, 1.42, -2.57], [5.57, 0.67, -3.88], [1.35, -2.48, 1.83], [1.18, -1.24, 2.30], [0.86, -0.21, 1.55], [0.90, 0.97, 2.26], [0.72, 2.24, 1.72], [0.85, 3.34, 2.55], [1.17, 3.18, 3.90], [1.36, 1.92, 4.45], [1.23, 0.83, 3.62], [1.49, -0.87, 3.98], [1.10, -2.69, 0.88], [1.48, -3.25, 2.47], [0.51, 2.35, 0.66], [0.70, 4.33, 2.16], [1.31, 4.06, 4.51], [1.62, 1.80, 5.49]],
  "lowdin_spin": [0.76, 0.01, 0.00, 0.01, 0.00, 0.00, 0.00, 0.04, 0.00, 0.10, 0.00, 0.03, 0.00, 0.01, 0.00, 0.01, 0.00, 0.01, 0.00, 0.00, 0.00, 0.00, 0.00, 0.00, 0.00, 0.00, 0.00, 0.00, 0.00, 0.00, 0.00, 0.00, 0.00, 0.00, 0.00, 0.00, 0.00, 0.00, 0.02, 0.00, 0.00, 0.00, 0.00, 0.00, 0.00, 0.00, 0.00, 0.00, 0.01, 0.01, 0.00, 0.00, 0.00, 0.00, 0.00, 0.00, 0.00, 0.00, 0.00, 0.00, 0.00, 0.00, 0.00, 0.00, 0.00, 0.00, 0.00, 0.00, -0.01, 0.00, 0.00, 0.00, 0.00, 0.00, 0.00, 0.00, 0.00, 0.00, 0.00, 0.00, 0.00, 0.00],
  "energy_ev": -78587.45408,
  "homo_ev": [-13.459, -13.470],
  "total_charge": 2,
  "max_force_ha_per_bohr": 0.07093,
  "spin_multiplicity": 2,
  "homo_lumo_gap_ev": [6.4, 6.1],
  "e_lumo_ev": [-7.06, -7.36]
}



2.
{
  "formula": "C37H33F5I2N14O3OsS",
  "method": "the ωB97M-V functional and the def2-TZVPD basis",
  "symbols": ["Os", "C", "N", "C", "N", "C", "N", "C", "C", "C", "C", "C", "C", "C", "N", "N", "C", "O", "C", "C", "C", "C", "C", "C", "N", "C", "N", "C", "N", "C", "H", "H", "H", "H", "H", "H", "H", "H", "H", "H", "H", "H", "H", "H", "H", "H", "C", "N", "C", "N", "C", "N", "C", "N", "C", "C", "H", "H", "H", "H", "H", "H", "H", "H", "H", "H", "H", "H", "C", "N", "C", "C", "C", "O", "N", "C", "O", "H", "H", "H", "H", "H", "I", "I", "F", "C", "C", "F", "C", "F", "C", "S", "C", "F", "C", "F"],
  "positions_angstrom": [[0.45, -0.28, 0.69], [-3.23, -4.27, 1.39], [-2.67, -2.91, 1.38], [-1.46, -2.53, 1.00], [-1.36, -1.21, 1.13], [-2.58, -0.84, 1.62], [-3.40, -1.85, 1.77], [-3.27, -4.88, 0.01], [-3.27, -6.26, -0.13], [-3.34, -6.84, -1.39], [-3.40, -6.05, -2.53], [-3.40, -4.66, -2.39], [-3.35, -4.09, -1.12], [-3.41, -3.79, -3.56], [-3.38, -4.08, -4.81], [-3.35, -2.87, -5.50], [-3.35, -1.95, -4.60], [-3.39, -2.45, -3.34], [-3.27, -0.49, -4.73], [-3.03, 0.12, -5.96], [-2.92, 1.50, -6.01], [-3.02, 2.27, -4.86], [-3.26, 1.66, -3.64], [-3.36, 2.44, -2.36], [-2.19, 2.21, -1.48], [-1.82, 1.10, -0.85], [-0.66, 1.30, -0.23], [-0.38, 2.61, -0.53], [-1.28, 3.18, -1.29], [-3.41, 0.28, -3.59], [-4.22, -4.17, 1.83], [-2.62, -4.87, 2.06], [-0.69, -3.21, 0.66], [-2.87, 0.17, 1.84], [-3.21, -6.90, 0.75], [-3.34, -7.92, -1.49], [-3.44, -6.49, -3.51], [-3.38, -3.01, -1.04], [-2.94, -0.49, -6.85], [-2.74, 1.98, -6.96], [-2.91, 3.34, -4.91], [-4.25, 2.17, -1.79], [-3.37, 3.51, -2.53], [-2.38, 0.18, -0.88], [0.47, 3.16, -0.16], [-3.66, -0.21, -2.65], [1.35, -0.10, 3.61], [0.77, 0.74, 2.50], [1.73, 1.90, 2.31], [1.95, 2.65, 3.51], [2.50, 1.76, 4.53], [1.58, 0.66, 4.81], [0.31, 1.22, 5.28], [-0.27, 2.10, 4.26], [-0.51, 1.34, 3.06], [0.67, 3.18, 3.98], [2.29, -0.52, 3.26], [0.67, -0.92, 3.85], [1.32, 2.55, 1.54], [2.67, 1.48, 1.95], [2.67, 2.32, 5.45], [3.45, 1.36, 4.19], [0.48, 1.78, 6.19], [-0.39, 0.41, 5.49], [-0.94, 1.98, 2.29], [-1.17, 0.51, 3.28], [0.83, 3.76, 4.89], [0.25, 3.85, 3.22], [6.30, -0.15, -0.61], [5.05, -0.71, -0.07], [5.03, -1.91, 0.59], [3.88, -2.44, 1.07], [2.69, -1.68, 0.89], [1.55, -1.99, 1.31], [2.73, -0.47, 0.24], [3.88, -0.04, -0.22], [4.02, 1.07, -0.92], [7.09, -0.88, -0.43], [6.54, 0.78, -0.11], [6.20, 0.02, -1.68], [5.99, -2.40, 0.68], [3.86, -3.39, 1.58], [-0.17, -3.80, 4.03], [0.04, -6.35, 3.35], [4.43, 6.48, -1.54], [3.40, 6.06, -0.86], [3.63, 5.31, 0.35], [2.58, 5.15, 1.18], [4.14, 4.13, -0.22], [5.44, 3.96, -0.45], [3.21, 3.52, -1.14], [2.61, 1.95, -1.37], [2.68, 4.50, -2.06], [2.97, 4.35, -3.33], [2.17, 5.75, -1.52], [1.13, 5.53, -0.68]],
  "mulliken_charge": [2.49, -1.05, 1.01, -0.47, 0.14, -0.78, -1.10, 0.99, -0.90, -0.67, -0.95, -0.06, -0.13, 0.56, -0.46, -0.48, 0.55, -0.20, 0.01, -1.00, -0.70, -0.88, 0.86, -1.27, 1.17, -0.05, -0.23, -1.09, -0.93, 0.15, 0.35, 0.16, 0.67, 0.58, 0.48, 0.42, 0.55, 0.77, 0.55, 0.44, 0.45, 0.31, 0.43, 0.44, 0.59, 0.70, 0.22, -0.33, 0.76, 0.19, -0.70, 0.11, -0.73, 0.16, -0.55, -0.61, 0.34, -0.83, -0.69, -0.12, 0.35, 0.32, 0.35, 0.32, 0.04, 0.39, 0.39, 0.29, -0.84, 0.13, 0.03, -1.17, 0.17, -0.58, -0.18, 0.59, -0.48, 0.31, 0.34, 0.33, 0.40, 0.55, 0.17, -0.03, -0.18, 0.39, -0.44, -0.06, 0.76, -0.25, 0.23, 0.02, 0.47, -0.24, -0.37, -0.12],
  "energy_ev": -108977.81262,
  "homo_ev": -12.718,
  "total_charge": 2,
  "max_force_ha_per_bohr": 0.01108,
  "spin_multiplicity": 1,
  "homo_lumo_gap_ev": 6.7,
  "e_lumo_ev": -6.07
}



3.
{
  "formula": "C37H33FeN6O2S3",
  "method": "the ωB97M-V functional and the def2-TZVPD basis",
  "symbols": ["Fe", "S", "C", "C", "C", "C", "C", "C", "N", "C", "C", "C", "C", "C", "C", "C", "C", "N", "C", "C", "C", "C", "C", "S", "C", "H", "H", "H", "H", "H", "H", "H", "H", "H", "H", "H", "H", "C", "C", "C", "C", "C", "C", "C", "C", "C", "S", "C", "N", "H", "H", "H", "H", "H", "H", "H", "H", "C", "O", "C", "C", "H", "H", "H", "H", "H", "H", "C", "N", "C", "C", "O", "N", "C", "N", "H", "H", "H", "H", "H", "H", "H"],
  "positions_angstrom": [[-0.63, -0.38, -0.42], [5.30, -2.75, 0.63], [6.84, -3.18, 1.24], [7.09, -2.57, 2.43], [6.00, -1.78, 2.88], [4.92, -1.80, 2.03], [3.64, -1.15, 2.19], [2.54, -1.53, 1.47], [1.31, -0.97, 1.57], [1.19, 0.28, 2.23], [2.27, 0.59, 3.16], [2.08, 1.73, 4.04], [1.01, 2.54, 3.94], [-0.03, 2.30, 2.95], [-1.14, 3.07, 2.89], [-2.19, 2.78, 1.95], [-1.93, 1.73, 1.09], [-0.83, 0.97, 1.07], [0.14, 1.14, 2.06], [-3.39, 3.56, 1.83], [-4.46, 3.42, 0.97], [-5.46, 4.40, 1.15], [-5.18, 5.29, 2.14], [-3.66, 4.93, 2.87], [3.44, -0.10, 3.16], [7.49, -3.84, 0.69], [8.01, -2.69, 2.98], [6.00, -1.24, 3.82], [2.62, -2.36, 0.78], [2.85, 1.92, 4.78], [0.88, 3.39, 4.59], [-1.23, 3.91, 3.57], [-2.64, 1.50, 0.31], [-4.53, 2.63, 0.24], [-6.37, 4.44, 0.56], [-5.77, 6.13, 2.47], [4.23, 0.18, 3.84], [-2.97, -1.90, -0.51], [-2.11, -2.38, -1.63], [-2.50, -3.38, -2.54], [-1.64, -3.73, -3.55], [-0.39, -3.09, -3.69], [0.54, -3.39, -4.70], [1.73, -2.70, -4.74], [2.03, -1.70, -3.80], [1.15, -1.36, -2.77], [1.48, -0.16, -1.57], [-0.07, -2.09, -2.74], [-0.95, -1.79, -1.75], [-3.88, -1.43, -0.91], [-2.47, -1.16, 0.13], [-3.24, -2.71, 0.17], [-3.47, -3.86, -2.43], [-1.91, -4.50, -4.26], [0.31, -4.16, -5.43], [2.46, -2.91, -5.51], [2.98, -1.19, -3.86], [-0.53, -2.35, 3.19], [-0.88, -1.67, 2.01], [0.11, -1.60, 0.97], [0.43, -3.01, 0.50], [0.42, -1.98, 3.61], [-0.45, -3.43, 3.05], [-1.32, -2.15, 3.91], [-0.51, -3.50, 0.25], [0.93, -3.63, 1.26], [1.05, -3.01, -0.40], [-0.66, 4.16, -3.50], [-1.01, 2.79, -3.19], [-2.10, 2.08, -3.81], [-2.30, 0.91, -2.83], [-3.12, 0.03, -2.99], [-1.42, 1.06, -1.79], [-0.74, 2.19, -2.00], [0.09, 2.72, -1.12], [-0.88, 4.34, -4.55], [0.41, 4.32, -3.37], [-1.21, 4.88, -2.89], [-1.85, 1.71, -4.80], [-3.01, 2.68, -3.85], [0.28, 2.15, -0.30], [0.77, 3.40, -1.40]],
  "mulliken_charge": [-0.81, -0.07, -0.49, -0.47, -0.60, 0.36, 0.50, -0.30, 1.64, -0.26, 0.59, -1.12, -1.35, 0.69, -1.12, -0.14, -0.12, 0.87, -0.33, 0.78, -0.53, -0.50, -0.44, -0.26, -1.01, 0.40, 0.36, 0.33, 0.13, 0.37, 0.35, 0.33, -0.16, 0.46, 0.36, 0.42, 0.26, -1.24, 1.13, -1.35, -1.04, 0.76, -1.07, -0.69, -0.82, 1.20, -0.67, -0.55, 1.79, 0.36, -0.14, 0.43, 0.52, 0.38, 0.39, 0.38, 0.47, -0.89, -0.20, 1.36, -2.85, 0.20, 0.30, 0.33, 0.33, 0.80, 0.40, -1.15, 0.18, -0.43, -0.20, -0.69, 0.88, -0.43, 0.00, 0.39, 0.34, 0.32, 0.30, 0.33, -0.25, 0.23],
  "energy_ev": -118835.52057,
  "homo_ev": [-2.013, -2.001],
  "total_charge": -1,
  "max_force_ha_per_bohr": 0.01130,
  "spin_multiplicity": 1,
  "homo_lumo_gap_ev": [4.3, 4.3],
  "e_lumo_ev": [2.27, 2.27]
}